1.
C24H34N5O2S2 | the ωB97M-V functional and the def2-TZVPD basis

## Properties
- Total charge: +1
- Orbital gap: 7.5 eV
- E_tot: -2155.246997 hartree
- HOMO level: -10.85 eV

CARTESIAN COORDINATES (ANGSTROEM)
H 0.76960 4.93137 -1.45322
S -0.73073 -3.65616 -2.79291
H -3.07084 -6.26215 -0.08866
S -0.44415 -5.09285 -0.20149
C -2.67789 -1.32060 2.35038
C 0.05019 1.01120 2.93620
C 3.56023 0.51465 3.09572
C 0.71286 -1.98780 -1.12171
H 5.25281 2.97618 4.68933
C 3.48406 1.02730 1.81742
H -0.34144 2.56553 -0.90083
N 0.48111 2.13485 2.07714
H 3.13630 -0.45887 3.34307
N -3.58573 -6.88522 -3.29574
H 1.06197 3.88641 0.56854
H 0.28188 3.08064 2.37494
C 0.70513 2.79572 -1.16554
C 4.19739 1.18788 4.10924
C 4.76818 2.41896 3.89497
N -2.22755 -5.76537 -2.06086
H -2.04020 -5.80336 -4.24921
C -2.10760 0.06010 2.75339
H 1.46119 4.03305 -2.82801
C -2.54807 -6.10724 -3.34778
H -2.11372 -3.36841 2.66455
H -2.80679 -1.37012 1.26418
N 1.37324 0.65392 0.46444
H 1.09088 -0.60010 -2.70367
H 5.14140 3.91135 2.36874
O 1.31314 1.68383 -1.72593
C -0.70188 4.12022 -2.73720
C 0.94926 0.55164 -0.95186
C -3.08988 -6.34714 -1.15880
H 1.41243 -2.72248 -3.06881
C -1.18959 -4.92186 -1.64265
C -1.60610 -2.39711 2.69685
H 3.43119 0.37026 -0.20478
H -0.46368 1.45992 3.79498
H -2.14919 0.11839 3.84927
H -0.72818 2.15970 -3.47771
C 0.89669 -3.12158 -2.18966
H 4.03687 2.66019 0.60590
H -0.83025 -2.42358 1.93092
O -0.77360 0.12756 2.24637
H -0.15449 0.51965 -0.94404
H 2.48783 -0.85951 -1.68643
H 1.16714 -2.35812 -0.19982
H -2.31200 3.11198 -3.67643
C -1.28208 3.08876 -3.33387
H -0.35030 -1.76067 -1.00731
C 1.08123 1.93443 0.93920
H -1.21048 -2.24180 3.70504
C -3.93919 -7.03132 -1.98536
H -1.19724 5.09016 -2.74769
C 2.80512 0.28227 0.68889
C 4.09580 2.25051 1.61252
C 1.40363 -0.71069 -1.65777
N 1.41833 3.02578 0.15759
H 0.90759 0.46853 3.34806
H -4.78393 -7.60552 -1.63006
C 0.67594 4.02718 -2.06723
H 1.44823 -3.97236 -1.78738
C 4.71396 2.94474 2.62122
H 4.25519 0.74112 5.09761
H -3.59925 -1.51429 2.90197
H 2.80959 -0.78008 0.96257
H -2.76538 0.83536 2.33353

=====

2.
C24H34N6OS | the ωB97M-V functional and the def2-TZVPD basis

## Properties
- Relative energy (zero: lowest compared OMol25 entry of this formula, charge and spin): 5.84 kcal/mol
- Orbital gap: 8.4 eV
- E_tot: -1736.682583 hartree
- HOMO level: -7.99 eV

CARTESIAN COORDINATES (ANGSTROEM)
H 0.57718 -12.93661 34.50874
C 2.80883 -3.25388 22.06967
H -6.77927 -12.90497 19.89009
C -1.41570 -17.83959 26.68622
N -1.88750 -15.87801 25.61515
H 4.11099 -13.69023 14.24570
C -2.21022 -16.72372 26.70504
C -6.36054 -12.81129 18.89899
O 0.63141 -9.72806 32.76187
H -6.87912 -14.71298 17.80439
H 2.53569 -5.79913 11.62773
H -1.33306 -5.93640 13.47492
C 0.72329 -6.18549 12.96097
H 0.83998 -4.34316 10.28893
H -3.02415 -16.49719 27.37780
N 0.63114 -4.88236 11.11703
C -5.17981 -11.98187 17.19105
H 2.24490 -4.04351 18.93404
C 1.07009 -12.02856 34.16152
C 1.40535 -3.02121 21.85382
C 0.52338 -9.68533 19.95682
H 1.65646 -12.07282 31.28289
H 0.67538 -10.65697 19.48680
H -5.59927 -13.58607 15.93937
N 1.19651 -3.39353 20.55561
C 4.97488 -14.01016 12.26110
C 4.77719 -15.06463 11.39656
C 2.32904 -3.75842 19.97232
H 3.42897 -16.72767 11.45871
H -5.41194 -10.76183 19.02946
H 4.41349 -4.03066 20.72057
H -4.57271 -11.41251 16.50282
H 2.99597 -16.13165 13.86283
S 0.09590 -11.14486 32.87883
H 5.53960 -13.10271 12.10615
H 0.04389 -11.92814 30.46571
C -0.83813 -16.52635 24.90303
H 0.21877 -13.14315 31.71111
H 1.13704 -6.81417 13.73556
H -1.32421 -4.20318 11.41475
H 1.99721 -12.39252 33.71869
C -0.52081 -4.81832 11.79230
C 1.50281 -5.60389 11.87556
H 5.16061 -15.17410 10.39287
C 3.37647 -3.80063 20.91575
C -0.58108 -17.73308 25.54496
H -0.35283 -15.88958 24.17816
H 0.30039 -3.21732 20.12431
C -0.50662 -5.74155 12.80752
N 3.92228 -16.00204 11.95893
H 3.33794 -3.11858 23.00141
C -6.38998 -13.75121 17.85063
C -5.57750 -11.69284 18.50774
H -0.33470 -9.16824 19.52737
H 0.62484 -2.63076 22.49003
H 1.16077 -11.59243 35.15634
N -5.68903 -13.15049 16.84618
C 4.19170 -14.30031 13.35818
H -2.27950 -14.99477 25.32140
N -0.16694 -10.10053 22.38587
C 3.57293 -15.53765 13.16954
H -1.53549 -18.76205 27.23496
C 0.57543 -12.16539 31.38727
H 0.14819 -18.43636 25.17084
C 0.16253 -9.89558 21.33676
H 1.37730 -9.00903 19.91766

=====

3.
C24H35BrF6IrN7O3P3S | the ωB97M-V functional and the def2-TZVPD basis

## Properties
- Total charge: +2
- Relative energy (zero: lowest compared OMol25 entry of this formula, charge and spin): 2.71 kcal/mol
- Orbital gap (alpha / beta): 6.6 / 4.9 eV
- E_tot: -6244.086111 hartree
- 2S+1: 6
- HOMO level (alpha / beta): -11.95 / -13.47 eV

CARTESIAN COORDINATES (ANGSTROEM)
C -2.68782 3.98014 -1.82169
H 3.85013 1.09889 -1.08132
H -3.10149 4.76561 -1.18514
H -0.42780 -1.04862 -2.83709
C -4.34248 2.26567 -1.14941
H -4.77713 2.30066 -2.14804
H 3.89156 2.22366 -2.45994
H -3.18430 4.02533 -2.79056
N 0.38457 0.86492 -3.18638
N 3.11484 -2.89364 2.64313
C 3.17168 -2.13504 0.55518
C 2.17246 3.37294 -0.87846
N -1.83248 2.55095 1.16778
C -4.21553 -4.04440 -0.29754
C -1.80226 -2.60315 0.01258
H -1.62455 4.15263 -1.96401
H 0.92918 -4.65983 4.29990
C -3.80500 -3.11535 -1.26031
H 3.10001 -1.52820 -1.50713
H -1.34829 -4.56494 0.71319
F 0.16322 1.84490 3.66734
F 2.43322 1.98344 3.31712
C 5.91418 -2.05975 0.36528
O 0.65715 -0.14304 -0.86847
C 0.52377 1.90345 -4.20705
H -2.39186 -1.55219 -1.72272
H -3.10866 1.04715 1.85008
H 1.20764 3.78162 -0.60739
C -3.45964 -4.34996 0.79445
H -1.46467 0.02834 -3.79906
H -2.14172 4.55901 1.58712
Ir -0.16260 -1.48776 0.49684
C 3.29734 1.46897 -1.94488
C -2.61484 1.94379 2.21178
C 3.73251 -1.75991 -0.66218
C -1.30779 3.87310 1.40217
C 0.58474 -3.13505 2.74192
C 1.86869 -2.75801 2.16947
H -4.41466 -2.93027 -2.13172
C 5.10658 -1.72810 -0.73898
H -0.71333 4.21261 0.56070
H 6.98930 -2.02031 0.25951
Br -5.88543 -4.89415 -0.52251
S -1.41625 -4.46539 3.65787
H -0.68796 3.84445 2.30175
F 1.43779 -0.05414 3.81869
C 3.98291 -2.49555 1.63616
O -0.43126 2.21656 -1.04207
H -3.79760 -5.09075 1.50713
H 3.12350 0.64301 -2.63335
H -2.45472 -2.52453 2.67923
H 2.66075 4.05158 -1.57908
H -0.43825 2.37707 -4.41795
H -0.01974 -0.69624 -4.51993
C -0.43396 -0.27836 -3.60268
F 0.94260 2.19137 1.55875
N 1.84882 -2.29817 0.92874
H -4.42900 1.24973 -0.77133
H 5.99585 -2.72900 2.40712
N 2.02397 2.06967 -1.52952
O -2.04283 0.36330 -0.29847
N -0.44456 -2.61456 2.08331
H -4.89527 2.95026 -0.50370
H -3.32738 2.67400 2.60478
H -1.92800 1.67835 3.02561
C -1.71564 -3.25080 2.32826
H 0.89302 1.44961 -5.12598
P 1.26134 1.11468 2.74098
H 2.78037 3.28730 0.02097
C 5.37145 -2.45494 1.56822
H 3.37170 -3.15881 3.58059
H 5.58460 -1.45579 -1.67027
H 1.23071 2.66328 -3.88302
P -1.82106 1.79798 -0.42611
C -2.08901 -3.77287 0.93646
C -2.61195 -2.35994 -1.03822
F -0.06128 0.20600 2.09565
F 2.22491 0.34006 1.71834
C 0.24981 -4.11263 3.66600
P 0.71177 1.14976 -1.62886
N -2.92860 2.65827 -1.23768

=====

| no. | F_max (eV Å⁻¹) |
| --- | --- |
| 1 | 3.28 |
| 2 | 6.15 |
| 3 | 0.71 |